ORCA calculation (ωB97M-V with the def2-TZVPD basis set) on 2 unconnected molecules or ions with the total composition C9H14.

## Properties
HOMO level (eV): -8.973
Orbital gap (Eh): 0.3675
Relative energy (zero: lowest compared OMol25 entry of this formula, charge and spin) (kJ/mol): 63.3
Total energy (eV): -9559.525
LUMO energy (Ha): 0.0378

CARTESIAN COORDINATES (ANGSTROEM)
C -1.168370 0.737772 -1.880706
C 1.314437 1.995156 1.428077
H -2.143064 0.766982 -2.346448
C 0.610272 -0.656790 -0.891489
C -1.213587 -1.909708 0.772269
C 1.143350 3.302304 0.669158
H 2.073067 1.302704 1.015737
H 0.993410 4.140497 1.343232
H 1.338145 -0.086041 -1.464152
H -0.557963 0.562816 -2.782745
H -2.667275 -0.551612 -0.119623
C 0.125871 -2.372965 0.749321
H 0.447857 3.275720 -0.153530
H 0.541014 -3.180918 1.382151
H 1.638393 2.184227 2.464091
H -0.917882 1.712425 -1.467216
C 1.046968 -1.694926 -0.039334
C -0.718547 -0.293655 -0.903723
H 0.438621 1.328542 1.597864
H 2.114327 3.456596 0.159281
C -1.647154 -0.910080 -0.043416
H 2.072700 -2.031505 -0.097315
H -1.954523 -2.328098 1.443929

Forces on the atoms, in the same order (eV/Å):
1.4 0.4 -1.2
-0.2 -1.4 1.2
-0.7 -0.4 0.9
0.5 -0.5 1.0
0.3 -1.2 1.0
1.5 -0.5 -0.4
-0.3 0.6 -0.1
-0.3 0.1 -0.2
-0.2 -0.2 -0.2
0.2 0.5 0.3
-0.1 -0.3 0.4
0.2 0.5 0.3
-0.6 0.0 0.0
-0.8 0.5 -0.3
0.1 0.1 -0.3
-0.1 0.3 -0.3
-0.8 0.2 -0.8
-1.2 -0.4 -0.1
0.1 0.8 -0.5
-0.3 0.4 0.3
1.0 0.8 -1.2
0.1 0.1 0.2
0.2 -0.4 0.1

ORCA calculation (ωB97M-V with the def2-TZVPD basis set) on 2 unconnected molecules or ions with the total composition CHN2.

## Properties
HOMO level (eV): -20.222
Orbital gap (Eh): 0.3478
Charge: +1
Relative energy (zero: lowest compared OMol25 entry of this formula, charge and spin) (kJ/mol): 246.5
Total energy (eV): -4017.755
LUMO energy (Ha): -0.3954

CARTESIAN COORDINATES (ANGSTROEM)
N -1.028286 0.073898 0.043100
N -2.073660 0.367784 0.059208
H 1.814664 0.185466 -0.181510
C 1.287283 -0.627148 0.079203

Forces on the atoms, in the same order (eV/Å):
1.4 0.0 -0.1
-0.4 0.0 0.0
2.2 4.5 -1.4
-3.2 -4.5 1.5

ORCA calculation (ωB97M-V with the def2-TZVPD basis set) on a molecular structure, C44H53N4O4P2Ti.

## Properties
HOMO level (alpha / beta) (eV): -3.383 / -3.435
Orbital gap (alpha / beta) (Eh): 0.2119 / 0.2137
Charge: -1
Total energy (eV): -102337.130
LUMO energy (alpha / beta) (Ha): 0.0875 / 0.0875

CARTESIAN COORDINATES (ANGSTROEM)
H 0.765051 -1.130480 -1.506414
H 0.009977 4.474387 2.284122
O 0.453386 -1.991523 -1.178345
H 1.308587 -3.004271 2.056523
C 3.880416 -3.045671 -4.704958
H -3.593936 0.441947 3.517758
C 0.359998 1.230674 3.169677
H 1.123534 5.498144 -4.033212
P -0.029652 -0.400183 2.426857
H -4.646877 3.334144 0.078599
H 3.880343 -4.166415 -1.503030
C 0.105615 5.461760 -3.635904
H -1.686298 -1.507831 -2.286055
C -3.846684 3.047479 -0.612262
C 1.607572 -5.159079 0.106843
P -1.740380 1.086614 -1.028942
C -0.135557 -6.768602 -0.349946
C 1.577480 -2.839593 -1.037415
C 0.595569 -1.647038 3.628001
H 2.377180 -1.766793 -5.545568
C 0.161885 2.337620 2.311250
C 1.492320 2.893172 6.416931
H 5.211661 -4.300045 -3.573381
C -3.341097 1.310591 -3.462707
H -1.272738 0.752545 -3.283112
H 1.607471 -1.280862 3.829870
C 1.037882 -6.416023 0.297707
N -0.137256 2.057813 0.976231
H -0.658231 -3.884254 -2.046451
H -4.930178 0.577728 -0.913876
C -0.749013 3.461074 -2.346809
H 4.472630 -3.085932 -5.610607
H -0.199938 6.493353 -3.445283
H 1.276617 1.405666 -4.262636
H -2.611347 -0.576918 4.562183
C 2.987965 1.952263 -1.550307
H 0.415317 -2.431467 5.628405
H -1.301696 3.177388 -3.236485
C 4.006972 2.820654 -2.044094
H -4.286195 2.977037 -1.607712
H 2.365408 2.267775 6.618213
C -2.479734 -0.932047 -2.767369
H 2.519531 -4.883922 0.615579
H -2.580306 -1.279170 -3.800796
C -0.162353 -1.795621 4.949815
H 1.784427 3.929284 6.598344
H -2.033090 -2.109150 1.168044
H -3.896118 -0.351994 0.166369
H -3.544076 -1.665464 1.976939
C -0.078217 3.005247 -0.058414
C 2.370345 -2.910115 -2.356308
H -3.183176 2.384869 -3.547159
O 3.349549 -2.965148 0.596804
C 4.295345 -3.722862 -3.561930
C -0.741452 -5.848608 -1.198653
C -0.824808 2.667535 -1.208634
H -2.823149 1.912531 0.847121
C 0.808325 1.437218 4.462257
C -0.177309 -4.596610 -1.389063
C 1.952844 -2.243814 -3.498371
H 1.249731 -3.706841 3.661949
C -4.317500 0.639339 -0.010372
H -4.990004 0.864430 0.822543
C -2.459926 -1.738464 2.104330
H -0.573465 -7.747533 -0.198568
H 2.731454 2.296979 -4.116341
C -1.878702 -0.381692 2.511497
H 0.730434 2.632690 7.157385
H 1.039317 0.581103 5.086168
H 1.523341 -7.118202 0.964976
H -1.659119 -6.105229 -1.714001
O 1.093162 0.678603 -1.970678
C 0.658751 3.784486 4.200868
H -0.241585 -3.462748 2.751127
C 2.505082 -2.266620 0.067286
C 0.733856 -3.026939 2.976953
C 2.719768 1.694043 -0.158802
C -3.242998 1.725483 -0.145710
C 0.709906 4.163170 -0.105627
N 2.145034 1.551804 -3.774109
H -0.542478 5.066263 -4.420476
H 0.740629 4.793669 4.593393
H -2.066297 1.054325 4.154917
C 0.248749 3.606999 2.882607
H -4.297102 1.159478 -2.958651
H -2.280319 -2.493585 2.872836
C -2.208862 0.577925 -2.741803
H -3.111686 3.851680 -0.623095
C 2.064711 1.391373 -2.427020
H -2.080104 0.317664 1.700532
C 0.027336 4.613097 -2.392837
C 1.002151 -4.232436 -0.736216
C 3.546440 -3.655397 -2.398735
H -3.447047 0.909851 -4.476521
N 4.782365 3.537225 -2.513726
C 2.707821 -2.310289 -4.668257
C -2.562566 0.165003 3.764120
H 1.395076 5.816737 -1.262730
H 1.355312 4.403041 0.726142
H -3.417981 -1.163497 -2.254184
Ti 0.913894 0.393834 0.109551
C 0.748349 4.944239 -1.248658
H 1.036891 -1.668465 -3.489027
O 2.307224 -1.016842 0.323980
C 0.992816 2.709788 5.005918
N 2.682056 1.630054 1.023768
H -1.120304 -2.292188 4.784214
H -0.363967 -0.856370 5.460885

Forces on the atoms, in the same order (eV/Å):
0.1 -0.2 -0.7
0.0 0.0 0.0
-0.3 0.3 0.0
0.0 0.1 0.0
0.0 0.0 0.1
0.0 0.0 0.0
-0.1 -0.2 0.1
0.0 0.0 0.0
0.2 0.6 0.3
0.0 0.0 0.0
0.0 0.0 0.0
0.0 0.0 0.0
0.0 0.1 0.0
-0.1 0.0 0.0
0.0 -0.1 0.0
0.4 0.2 0.1
0.0 0.1 0.0
-0.2 -0.3 -0.3
0.1 -0.1 0.1
0.0 0.0 0.0
-0.2 0.0 -0.6
0.0 0.0 0.0
0.0 0.0 0.0
0.0 0.0 -0.1
0.0 0.0 0.0
0.0 0.0 0.0
0.0 0.1 0.0
0.1 0.6 0.4
0.0 0.0 0.0
0.0 0.0 0.0
0.0 -0.1 -0.1
0.0 0.0 0.0
0.0 0.0 0.0
0.1 0.0 0.0
0.0 0.0 0.0
0.3 0.3 0.4
0.0 0.0 0.0
0.0 0.0 0.0
-0.5 -0.3 0.3
0.0 0.0 0.0
0.0 0.0 0.0
0.0 0.0 0.0
0.0 0.0 0.0
0.0 0.0 0.0
0.0 -0.1 0.0
0.0 0.0 0.0
0.0 0.1 0.0
0.1 0.1 0.0
0.0 0.0 0.0
-0.4 -0.3 0.5
0.1 0.0 0.3
0.0 0.0 0.0
0.3 -0.2 0.0
-0.1 0.0 0.0
0.0 0.0 0.0
0.0 0.0 -0.1
0.0 0.0 0.0
0.0 -0.1 0.1
0.0 0.0 0.0
0.0 0.0 -0.1
0.0 0.0 0.0
-0.1 0.0 0.0
0.0 0.0 0.0
0.0 0.0 0.0
0.0 0.0 0.0
0.0 0.0 0.0
-0.2 -0.2 -0.1
0.0 0.0 0.0
0.0 0.0 0.0
0.0 0.0 0.0
0.0 0.0 0.0
0.3 -0.2 -0.5
-0.1 0.1 -0.2
0.0 0.0 0.0
-0.1 0.9 0.1
0.0 0.0 0.0
0.0 0.1 -0.2
-0.2 -0.2 0.1
0.1 0.1 -0.1
0.0 0.1 -0.2
0.0 0.0 0.0
0.0 0.0 0.0
0.0 0.0 0.0
0.0 0.2 0.1
0.0 0.0 0.0
0.0 0.0 0.0
-0.1 0.0 -0.2
0.0 0.0 0.0
-0.3 -0.3 0.3
0.0 0.0 -0.1
0.0 0.0 0.0
0.0 0.0 0.0
0.1 -0.1 0.0
0.0 0.0 0.0
0.0 0.0 0.0
-0.1 0.0 0.1
0.0 0.0 0.0
0.0 0.0 0.0
0.0 0.0 0.0
0.0 0.0 0.0
0.1 0.3 0.6
0.1 0.0 0.1
0.0 0.0 0.0
0.2 -1.2 -0.4
0.0 -0.1 0.0
0.0 0.0 -0.3
0.0 0.0 0.0
0.0 0.0 -0.1

ORCA calculation (ωB97M-V with the def2-TZVPD basis set) on a molecular structure, C4H9N2O3.

## Properties
⟨S²⟩: 2.0216
Spin multiplicity: 3
HOMO level (alpha / beta) (eV): -0.499 / -4.101
Orbital gap (alpha / beta) (Eh): 0.1545 / 0.2497
Charge: -1
Total energy (eV): -13408.853
LUMO energy (alpha / beta) (Ha): 0.1361 / 0.0990

CARTESIAN COORDINATES (ANGSTROEM)
H 0.984075 -1.961408 -0.324663
O 3.235698 0.740240 0.375049
O 0.054851 -2.292286 0.038277
C -1.094875 1.459322 0.681687
N 1.125830 0.816893 0.244397
C -0.525279 0.286751 -1.518439
H -1.656259 -1.703996 0.645243
H -0.186093 -1.287882 1.805073
C -0.214564 0.425449 0.002231
C -0.547262 -1.407651 0.854077
N 2.167326 0.146655 0.010646
H -0.867499 1.638145 1.752018
H -0.840194 2.390028 0.159596
H 0.454779 -0.123819 -1.892081
O 2.230822 -1.031363 -0.448131
H -0.950358 1.221377 -1.687597
H -2.124185 1.169893 0.834496
H -1.246818 -0.486344 -1.531871

Forces on the atoms, in the same order (eV/Å):
-0.7 0.4 1.2
1.3 0.6 0.4
1.6 -0.8 -1.0
0.7 0.1 1.2
-7.2 3.1 2.7
2.1 -2.5 2.7
1.3 1.4 1.3
0.8 0.3 2.5
2.0 -0.9 0.9
-2.4 0.7 -4.9
4.2 -0.9 -1.2
0.8 -0.2 -0.5
-0.9 0.1 0.2
-1.2 1.0 -0.6
-0.4 -3.2 -1.5
-0.2 1.6 -1.6
-0.7 0.1 -1.2
-1.0 -0.8 -0.8

ORCA calculation (ωB97M-V with the def2-TZVPD basis set) on a molecular structure, C5H16N2O2.

## Properties
HOMO level (alpha / beta) (eV): -7.574 / -7.581
Orbital gap (alpha / beta) (Eh): 0.2671 / 0.2676
Relative energy (zero: lowest compared OMol25 entry of this formula, charge and spin) (kJ/mol): 677.7
Total energy (eV): -12513.385
LUMO energy (alpha / beta) (Ha): -0.0112 / -0.0110

CARTESIAN COORDINATES (ANGSTROEM)
H 1.435145 -1.845620 0.646486
H 1.657675 -0.854012 2.153382
H -1.809795 -1.977077 0.797343
H -1.437088 -1.128780 -0.741724
C 1.634805 -0.860337 1.058397
H 0.897430 -1.443235 -1.720537
H 0.320738 -0.310160 1.272270
C 1.448029 -0.502497 -1.665304
C -1.794335 1.324410 0.254228
N -1.750335 0.065721 0.962897
H 1.253320 0.051580 -2.594478
C 1.739948 1.503944 -0.404382
H 2.657144 -0.578511 0.815847
H 2.832121 1.357146 -0.383673
O -3.391078 -1.114968 -0.265787
O -0.736816 -0.096982 1.824955
N 1.001979 0.266521 -0.531285
H 1.517970 2.159949 -1.256707
H -2.769323 1.418887 -0.221907
H 1.437786 2.025179 0.504826
H -3.955771 -1.093059 0.516682
H 2.526563 -0.728181 -1.631895
C -2.053047 -1.115905 0.167248
H -1.650372 2.133930 0.966560
H -1.012695 1.342056 -0.523442

Forces on the atoms, in the same order (eV/Å):
-0.1 0.0 0.2
-0.9 0.4 0.0
0.0 0.0 0.0
-0.1 -0.1 -0.1
1.7 0.1 -2.3
0.0 0.0 0.0
-3.6 1.1 1.2
0.4 -0.5 0.2
0.3 -0.3 -0.2
-1.6 -0.1 -0.5
0.0 0.1 0.3
0.3 0.1 0.2
0.1 0.0 -0.3
-0.1 0.0 0.0
0.0 0.0 0.0
3.4 -0.7 -0.5
0.0 -0.7 1.7
-0.1 -0.2 0.1
0.0 0.0 0.1
0.0 0.0 0.0
0.1 0.0 0.0
0.0 0.0 -0.1
0.3 0.5 0.3
0.0 0.0 0.0
-0.1 0.2 0.1

ORCA calculation (ωB97M-V with the def2-TZVPD basis set) on a molecular structure, C4H13N3S.

## Properties
HOMO level (eV): -8.765
Orbital gap (Eh): 0.3536
Relative energy (zero: lowest compared OMol25 entry of this formula, charge and spin) (kJ/mol): 350.5
Total energy (eV): -19661.189
LUMO energy (Ha): 0.0315

CARTESIAN COORDINATES (ANGSTROEM)
H 2.912826 -0.741317 0.530749
H -2.273795 1.729210 -0.081544
H 0.756070 -1.795852 -1.067454
C 0.084209 -0.227330 0.054004
N 2.484670 -1.079292 -0.330656
H 0.027046 -0.034220 1.137250
S 1.835703 1.828634 0.324280
H -1.798106 0.032575 -0.736268
N -2.434438 1.135420 0.718025
H 0.910341 -2.211430 0.593793
C 0.536718 1.022796 -0.694001
H 3.087676 -1.897229 -0.445547
C 1.084539 -1.394839 -0.119959
H -0.209542 1.740177 -1.012124
H -3.232045 -0.808312 0.293583
H 2.590287 2.418442 -0.610575
H -2.038592 -0.692578 1.475361
N -1.159769 -0.814452 -0.472743
H 1.053938 0.653472 -1.575805
C -2.294441 -0.294807 0.487343
H -1.923299 1.430934 1.532281

Forces on the atoms, in the same order (eV/Å):
-0.4 0.6 -0.1
-0.1 0.2 0.1
-0.1 -0.4 -0.4
0.7 -0.5 0.5
1.4 0.2 1.1
-0.3 0.3 -0.1
-0.4 0.4 0.4
2.9 -1.0 -3.7
-0.4 -0.4 -0.1
-0.2 0.4 0.3
1.5 -0.4 -0.2
-0.8 -0.2 -0.6
0.0 -0.7 -1.1
-0.3 -0.1 0.3
-0.1 0.3 -0.9
-0.2 -0.1 -0.2
0.0 0.0 0.1
-3.3 3.3 0.8
0.0 0.1 -0.3
-0.1 -2.0 4.3
0.2 0.3 -0.2

ORCA calculation (ωB97M-V with the def2-TZVPD basis set) on C4H8O2 in the gas phase.

## Properties
HOMO level (eV): -9.698
Orbital gap (Eh): 0.3831
Relative energy (zero: lowest compared OMol25 entry of this formula, charge and spin) (kJ/mol): 113.9
Total energy (eV): -8372.101
LUMO energy (Ha): 0.0267

CARTESIAN COORDINATES (ANGSTROEM)
C 0.526252 1.247230 0.860539
H 1.594916 1.020556 0.940851
H -0.497882 -2.099863 0.697709
O -0.848165 -0.988625 -1.767200
C 0.216101 -0.305404 -1.141100
C -0.240781 0.070276 0.270592
H 0.480905 0.611822 -1.685966
H -0.649968 -1.073248 -2.705064
H 0.406652 2.136232 0.232930
C -0.169303 -1.149603 1.170219
O 0.219542 -1.127359 2.313818
H 1.123214 -0.933149 -1.093333
H 0.164932 1.476442 1.865723
H -1.303251 0.322292 0.174653

Forces on the atoms, in the same order (eV/Å):
0.0 0.1 0.0
-0.1 0.0 0.0
0.0 0.1 0.1
-0.1 -0.1 -0.3
0.3 0.3 0.3
0.2 0.0 0.1
-0.1 -0.1 0.1
0.0 -0.1 0.1
0.0 -0.1 0.1
0.0 0.1 0.2
-0.2 0.0 -0.5
-0.2 0.1 0.0
0.1 0.0 -0.1
0.0 0.0 0.0

Among the records above, which one has the lowest total energy? C44H53N4O4P2Ti

What is the formula in the fifth record? C5H16N2O2

What is the total energy in the seventh record? -8372.101 eV